Record 1
# CH4ClPS

A 2-piece molecular cluster, CH4ClPS overall in a non-equilibrium geometry (wB97M-V/def2-TZVPD, the Open Molecules 2025 dataset).

XYZ file:
```
8
Properties=species:S:1:pos:R:3:forces:R:3
C 1.041128 0.843605 0.265246 -0.125 1.040 1.423
P -1.191640 -1.849068 -0.122198 2.894 0.326 -0.303
S 1.061027 -0.349227 -1.055852 -1.563 -1.839 0.743
Cl -2.114211 -0.270214 0.642049 -0.693 0.743 0.442
H 1.936021 0.989685 0.973017 -1.109 -1.040 -1.105
H 0.106046 0.623255 0.886651 1.322 0.765 -0.695
H 0.957048 1.821824 -0.229908 -0.427 -0.169 0.373
H -1.795419 -1.809861 -1.359005 -0.299 0.174 -0.878
```
Positions in Å, forces in eV/Å.

Properties
Orbital gap, hartree: 0.264
ΔE to the lowest compared entry with this formula, charge and spin, eV: 1.5806
Spin multiplicity: 1

***

Record 2
# CH4ClPS2

A 2-piece molecular cluster, CH4ClPS2 overall in a non-equilibrium geometry (wB97M-V/def2-TZVPD, the Open Molecules 2025 dataset).

XYZ file:
```
9
Properties=species:S:1:pos:R:3:forces:R:3
C 0.856193 -0.667109 -0.156905 -1.652 1.135 0.950
P -0.999447 -0.852271 0.014539 -0.700 -0.116 -0.598
S -2.029466 -1.070713 -1.612616 0.932 0.104 0.746
S -1.771792 -0.731939 1.767086 0.669 -0.043 -0.414
Cl -0.332969 2.682269 0.095082 1.379 -0.230 0.280
H 1.231455 -1.419825 -0.839323 0.162 0.119 -0.069
H 0.907301 0.401833 -0.536296 0.411 -1.497 0.285
H 1.196022 -0.758444 0.899695 0.188 0.109 -0.949
H 0.942703 2.416195 0.368739 -1.390 0.418 -0.231
```
Positions in Å, forces in eV/Å.

Properties
Orbital gap, hartree: 0.305
ΔE to the lowest compared entry with this formula, charge and spin, eV: 1.2884
Spin multiplicity: 1

***

Record 3
# CH4ClPS2

A 2-piece molecular cluster, CH4ClPS2 overall in a non-equilibrium geometry (wB97M-V/def2-TZVPD, the Open Molecules 2025 dataset).

XYZ file:
```
9
Properties=species:S:1:pos:R:3:forces:R:3
C 0.547132 -2.067193 -0.225772 -0.010 -1.076 1.460
P -0.489921 -0.931543 0.849795 1.621 -3.725 0.500
S 0.377761 0.747955 0.979755 0.580 2.718 -0.057
S -2.379534 -1.247949 1.116200 -1.835 0.200 -0.212
Cl -0.420467 4.458685 -0.772204 0.069 0.197 0.004
H 1.459934 -2.309122 0.432563 -1.472 0.084 -0.982
H 0.077210 -3.018689 -0.668908 0.632 1.751 0.702
H 0.882255 -1.322874 -0.902336 0.481 0.059 -1.416
H -0.054371 5.690732 -0.809093 -0.065 -0.209 0.002
```
Positions in Å, forces in eV/Å.

Properties
Orbital gap (alpha / beta), hartree: 0.279 / 0.220
ΔE to the lowest compared entry with this formula, charge and spin, eV: 0.5636
Spin multiplicity: 3

***

Repeat the third record exactly.
# CH4ClPS2

A 2-piece molecular cluster, CH4ClPS2 overall in a non-equilibrium geometry (wB97M-V/def2-TZVPD, the Open Molecules 2025 dataset).

XYZ file:
```
9
Properties=species:S:1:pos:R:3:forces:R:3
C 0.547132 -2.067193 -0.225772 -0.010 -1.076 1.460
P -0.489921 -0.931543 0.849795 1.621 -3.725 0.500
S 0.377761 0.747955 0.979755 0.580 2.718 -0.057
S -2.379534 -1.247949 1.116200 -1.835 0.200 -0.212
Cl -0.420467 4.458685 -0.772204 0.069 0.197 0.004
H 1.459934 -2.309122 0.432563 -1.472 0.084 -0.982
H 0.077210 -3.018689 -0.668908 0.632 1.751 0.702
H 0.882255 -1.322874 -0.902336 0.481 0.059 -1.416
H -0.054371 5.690732 -0.809093 -0.065 -0.209 0.002
```
Positions in Å, forces in eV/Å.

Properties
Orbital gap (alpha / beta), hartree: 0.279 / 0.220
ΔE to the lowest compared entry with this formula, charge and spin, eV: 0.5636
Spin multiplicity: 3

***

Please write out number 3 again, unchanged.
# CH4ClPS2

A 2-piece molecular cluster, CH4ClPS2 overall in a non-equilibrium geometry (wB97M-V/def2-TZVPD, the Open Molecules 2025 dataset).

XYZ file:
```
9
Properties=species:S:1:pos:R:3:forces:R:3
C 0.547132 -2.067193 -0.225772 -0.010 -1.076 1.460
P -0.489921 -0.931543 0.849795 1.621 -3.725 0.500
S 0.377761 0.747955 0.979755 0.580 2.718 -0.057
S -2.379534 -1.247949 1.116200 -1.835 0.200 -0.212
Cl -0.420467 4.458685 -0.772204 0.069 0.197 0.004
H 1.459934 -2.309122 0.432563 -1.472 0.084 -0.982
H 0.077210 -3.018689 -0.668908 0.632 1.751 0.702
H 0.882255 -1.322874 -0.902336 0.481 0.059 -1.416
H -0.054371 5.690732 -0.809093 -0.065 -0.209 0.002
```
Positions in Å, forces in eV/Å.

Properties
Orbital gap (alpha / beta), hartree: 0.279 / 0.220
ΔE to the lowest compared entry with this formula, charge and spin, eV: 0.5636
Spin multiplicity: 3

***

Q: Which formula does entry 3 have?
A: CH4ClPS2